# 1
Entry from the Open Molecules 2025 dataset: C31H32GeN8O4Pd as an isolated structure at a distorted geometry (ωB97M-V/def2-TZVPD).

Geometry (Å):
Pd (0.361, -1.941, -0.745)
C (4.039, 1.625, -0.959)
N (3.587, 0.268, -1.162)
C (2.958, -0.579, -0.334)
N (2.687, -1.707, -0.974)
C (3.174, -1.487, -2.220)
N (3.737, -0.313, -2.353)
C (3.633, 2.135, 0.397)
C (4.600, 2.523, 1.315)
C (4.239, 2.921, 2.593)
C (2.912, 2.915, 2.970)
C (1.934, 2.536, 2.052)
C (2.292, 2.164, 0.758)
C (0.549, 2.495, 2.461)
N (0.052, 2.978, 3.567)
N (-1.257, 2.716, 3.557)
C (-1.515, 2.077, 2.448)
O (-0.403, 1.909, 1.710)
C (-2.818, 1.601, 2.042)
C (-3.894, 1.791, 2.910)
C (-5.150, 1.350, 2.545)
C (-5.336, 0.713, 1.328)
C (-4.267, 0.519, 0.459)
C (-4.540, -0.143, -0.869)
N (-3.419, -0.863, -1.398)
C (-2.587, -1.707, -0.778)
N (-1.723, -2.195, -1.656)
C (-2.075, -1.597, -2.819)
N (-3.097, -0.788, -2.690)
C (-3.004, 0.967, 0.815)
H (3.609, 2.237, -1.762)
H (5.130, 1.638, -1.067)
H (2.727, -0.384, 0.697)
H (3.134, -2.208, -3.013)
H (5.642, 2.508, 1.031)
H (5.000, 3.213, 3.298)
H (2.609, 3.185, 3.968)
H (1.523, 1.866, 0.060)
H (-3.719, 2.288, 3.852)
H (-5.990, 1.495, 3.208)
H (-6.318, 0.362, 1.046)
H (-4.807, 0.611, -1.616)
H (-5.395, -0.825, -0.771)
H (-2.630, -1.963, 0.264)
H (-1.582, -1.767, -3.753)
H (-2.151, 0.842, 0.163)
C (-1.839, -4.956, 0.300)
Ge (-0.121, -4.538, 1.229)
C (1.273, -5.525, 0.214)
C (-0.300, -5.280, 3.092)
C (0.338, -2.636, 1.281)
H (-1.938, -6.034, 0.204)
H (-1.842, -4.524, -0.697)
H (-2.705, -4.590, 0.843)
H (1.096, -6.595, 0.271)
H (2.274, -5.321, 0.583)
H (1.236, -5.225, -0.832)
H (-0.559, -6.333, 3.068)
H (-1.083, -4.751, 3.628)
H (0.621, -5.167, 3.654)
H (1.360, -2.487, 1.648)
H (-0.367, -2.021, 1.853)
O (-0.847, 2.871, -0.975)
C (0.026, 2.971, -2.007)
C (0.325, 4.212, -2.565)
C (1.194, 4.320, -3.634)
C (1.785, 3.182, -4.159)
C (1.505, 1.950, -3.600)
C (0.624, 1.819, -2.532)
C (0.379, 0.438, -1.985)
O (0.638, -0.536, -2.719)
O (-0.035, 0.317, -0.799)
H (-1.172, 3.751, -0.748)
H (-0.144, 5.096, -2.148)
H (1.393, 5.293, -4.063)
H (2.460, 3.257, -4.999)
H (1.978, 1.058, -3.982)

Calculated values
Energy above the lowest of the compared OMol25 structures with the same formula, charge and spin = 11.74 kcal/mol
Largest force on an atom = 0.032 hartree/bohr
HOMO-LUMO gap (spin up / spin down) = 7.5 / 7.6 eV
LUMO level (spin up / spin down) = -0.475 / -0.289 eV
Charge = 0

Löwdin atomic charge list, values in e, 6 entries: Pd 0.797; C -0.065; N -0.096; C -0.137; N 0.031; C -0.209



# 2
Entry from the Open Molecules 2025 dataset: C31H32N8O4S3SeSr as an isolated structure at a distorted geometry (ωB97M-V/def2-TZVPD).

Geometry (Å):
Sr (1.558, 0.180, -0.906)
N (-0.568, -0.526, -2.288)
C (-0.305, -1.916, -2.713)
C (1.163, -2.094, -3.181)
O (1.351, -2.548, -4.335)
N (2.049, -1.731, -2.273)
C (3.457, -1.792, -2.636)
C (4.342, -0.650, -2.054)
O (5.477, -0.544, -2.532)
O (3.832, 0.085, -1.142)
H (-1.520, -0.391, -1.965)
H (-0.411, 0.089, -3.080)
H (-0.946, -2.235, -3.540)
H (-0.482, -2.561, -1.851)
H (3.600, -1.797, -3.723)
H (3.911, -2.728, -2.286)
C (3.693, -1.559, 2.760)
C (2.497, -0.740, 2.312)
S (1.152, -1.686, 1.651)
C (2.547, 0.603, 2.413)
C (3.783, 1.276, 2.965)
S (1.299, 1.736, 1.845)
H (3.533, -2.608, 2.519)
H (3.858, -1.480, 3.842)
H (4.614, -1.232, 2.266)
H (4.206, 0.733, 3.816)
H (3.544, 2.288, 3.290)
H (4.567, 1.349, 2.201)
Se (-0.712, 6.750, -5.972)
N (-1.099, 6.329, -4.274)
C (-0.493, 5.208, -4.006)
C (-0.568, 4.530, -2.718)
C (-1.315, 5.035, -1.652)
C (-1.344, 4.329, -0.474)
C (-0.622, 3.137, -0.380)
N (0.094, 2.653, -1.385)
C (0.122, 3.330, -2.536)
C (0.929, 2.747, -3.637)
N (1.563, 1.599, -3.382)
C (2.278, 1.032, -4.343)
C (2.408, 1.588, -5.616)
C (1.766, 2.774, -5.886)
C (1.006, 3.374, -4.882)
C (0.291, 4.629, -5.090)
N (0.301, 5.290, -6.211)
H (-1.855, 5.964, -1.776)
H (-1.912, 4.672, 0.380)
H (-0.620, 2.546, 0.527)
H (2.759, 0.094, -4.096)
H (3.003, 1.079, -6.361)
H (1.832, 3.249, -6.857)
C (-1.061, -4.801, 1.505)
C (-1.639, -3.822, 0.491)
C (-2.622, -2.825, 1.094)
N (-1.969, -1.889, 1.987)
C (-1.952, -0.567, 1.843)
S (-2.651, 0.270, 0.571)
N (-1.257, 0.091, 2.856)
C (-1.426, -0.137, 4.189)
O (-0.636, 0.235, 5.036)
C (-2.712, -0.793, 4.645)
C (-3.950, -0.481, 4.094)
C (-5.104, -1.053, 4.610)
C (-5.028, -1.948, 5.668)
C (-3.793, -2.258, 6.221)
C (-2.641, -1.672, 5.720)
H (-0.393, -5.512, 1.017)
H (-1.851, -5.363, 2.013)
H (-0.458, -4.282, 2.252)
H (-2.168, -4.368, -0.296)
H (-0.821, -3.273, 0.017)
H (-3.405, -3.353, 1.653)
H (-3.103, -2.243, 0.311)
H (-1.163, -2.230, 2.508)
H (-0.412, 0.646, 2.552)
H (-4.006, 0.205, 3.257)
H (-6.065, -0.802, 4.177)
H (-5.930, -2.402, 6.061)
H (-3.728, -2.955, 7.048)
H (-1.670, -1.879, 6.151)

Calculated values
Energy above the lowest of the compared OMol25 structures with the same formula, charge and spin = 34.81 kcal/mol
Largest force on an atom = 0.046 hartree/bohr
HOMO-LUMO gap = 3.4 eV
LUMO level = 2.743 eV
Charge = -2

Löwdin atomic charge list, values in e, 6 entries: Sr 1.218; N -0.074; C -0.185; C -0.617; O -0.080; N -0.131



# 3
Entry from the Open Molecules 2025 dataset: C31H33AsF6N8O3RbSSbSe as an isolated structure at a distorted geometry (ωB97M-V/def2-TZVPD).

Geometry (Å):
Rb (-1.472, -0.181, -0.034)
N (1.008, -7.792, 3.793)
C (0.723, -6.633, 3.104)
C (0.406, -6.680, 1.712)
C (0.049, -5.532, 1.019)
C (-0.003, -4.315, 1.726)
C (0.281, -4.223, 3.095)
C (0.642, -5.383, 3.780)
S (-0.462, -2.835, 0.879)
O (-0.921, -3.172, -0.474)
O (-1.428, -2.167, 1.763)
N (0.762, -1.788, 0.810)
C (1.904, -2.219, 0.222)
N (2.852, -1.254, -0.092)
C (3.998, -1.694, -0.656)
C (4.233, -3.046, -0.918)
C (3.214, -3.943, -0.567)
N (2.074, -3.546, -0.024)
H (1.345, -8.568, 3.248)
H (1.429, -7.683, 4.709)
H (0.425, -7.639, 1.184)
H (-0.169, -5.561, -0.057)
H (0.214, -3.258, 3.617)
H (0.874, -5.323, 4.843)
H (4.748, -0.932, -0.882)
H (5.167, -3.371, -1.377)
H (3.287, -5.026, -0.709)
C (2.254, 3.507, -1.307)
Sb (2.110, 1.397, -0.691)
C (4.004, 1.706, 0.366)
C (3.032, 0.805, -2.588)
H (3.233, 3.654, -1.801)
H (2.143, 4.142, -0.409)
H (1.406, 3.657, -1.993)
H (4.742, 2.101, -0.352)
H (4.322, 0.722, 0.767)
H (3.856, 2.446, 1.182)
H (4.089, 1.096, -2.509)
H (2.511, 1.382, -3.371)
H (2.895, -0.272, -2.730)
F (-2.602, 1.722, 1.085)
As (-4.366, 1.363, 0.759)
F (-4.502, 0.881, 2.464)
F (-4.613, 3.040, 1.172)
F (-6.060, 1.088, 0.497)
F (-4.137, 1.782, -0.965)
F (-3.979, -0.363, 0.342)
N (-4.292, 7.436, -0.384)
C (-3.548, 6.537, -0.427)
C (-2.604, 5.464, -0.519)
C (-2.807, 4.412, -1.423)
C (-1.834, 3.414, -1.468)
N (-0.766, 3.418, -0.671)
C (-0.573, 4.427, 0.211)
C (-1.483, 5.477, 0.323)
H (-3.700, 4.375, -2.037)
H (-1.945, 2.586, -2.167)
H (0.327, 4.378, 0.824)
H (-1.317, 6.295, 1.029)
N (-2.821, 2.568, 4.319)
C (-1.633, 2.617, 5.001)
O (-1.506, 3.105, 6.133)
C (-0.481, 2.016, 4.254)
C (0.435, 1.170, 4.918)
C (1.497, 0.633, 4.197)
C (1.642, 0.974, 2.841)
N (0.808, 1.821, 2.223)
C (-0.252, 2.329, 2.912)
H (-3.609, 2.912, 4.845)
H (-3.023, 1.988, 3.517)
H (0.264, 0.983, 5.979)
H (2.222, -0.044, 4.654)
H (2.409, 0.492, 2.232)
H (-0.956, 2.932, 2.340)
Se (-0.302, 1.125, -3.919)
C (-0.912, 0.160, -5.385)
C (-0.052, -0.080, -6.488)
C (-0.490, -0.844, -7.571)
C (-1.793, -1.380, -7.594)
C (-2.662, -1.114, -6.521)
C (-2.235, -0.365, -5.426)
H (0.962, 0.327, -6.446)
H (0.197, -0.979, -8.413)
H (-2.129, -1.977, -8.445)
H (-3.681, -1.514, -6.521)
H (-2.877, -0.171, -4.563)

Calculated values
Spin multiplicity = 2
Energy above the lowest of the compared OMol25 structures with the same formula, charge and spin = 0.00 kcal/mol
Expectation value of S² = 0.77
Largest force on an atom = 0.049 hartree/bohr
HOMO-LUMO gap (spin up / spin down) = 7.4 / 5.0 eV
LUMO level (spin up / spin down) = 2.021 / -0.397 eV
Charge = -1

Löwdin atomic charge list, values in e, 6 entries: Rb 0.872; N 0.079; C -0.318; C -0.037; C -0.067; C -0.307